# C41H34O4S7Y

C41H34O4S7Y as an isolated structure (wB97M-V/def2-TZVPD, OMol25).

Values from the calculation:
E_LUMO = -2.8 eV
relative energy (zero: lowest compared OMol25 entry of this formula, charge and spin) = 117.9 kJ/mol
HOMO-LUMO gap = 6.38 eV
charge = +1
multiplicity = 1

Positions of all 87 atoms, in Å:
Y 0.439 -1.996 2.300
C 3.464 6.087 1.675
C 3.024 4.684 1.352
C 1.906 4.128 1.967
C 1.499 2.831 1.692
C 2.237 2.089 0.784
C 3.367 2.604 0.162
C 3.746 3.905 0.446
S 1.749 0.443 0.378
O 0.719 0.089 1.469
C 0.924 0.674 -1.188
C 1.721 0.191 -2.253
C 1.244 0.240 -3.528
C -0.061 0.720 -3.785
C -0.596 0.708 -5.101
C -1.872 1.120 -5.333
C -2.682 1.567 -4.258
C -2.195 1.600 -2.987
C -0.862 1.181 -2.713
C -0.342 1.176 -1.385
C -1.230 1.606 -0.254
C -1.391 2.986 0.051
C -0.726 3.999 -0.694
C -0.876 5.311 -0.358
C -1.692 5.681 0.740
C -2.338 4.729 1.471
C -2.206 3.354 1.145
C -2.858 2.348 1.906
C -2.713 1.029 1.595
C -1.909 0.678 0.489
S -1.569 -1.021 0.117
O -1.678 -1.757 1.473
C -2.907 -1.465 -0.906
C -2.564 -2.179 -2.047
C -3.565 -2.526 -2.944
C -4.890 -2.178 -2.702
C -5.981 -2.583 -3.654
C -5.204 -1.462 -1.541
C -4.224 -1.099 -0.641
H 2.645 6.671 2.092
H 3.835 6.600 0.788
H 4.273 6.079 2.409
H 1.335 4.724 2.670
H 0.627 2.404 2.170
H 3.940 2.006 -0.538
H 4.623 4.322 -0.036
H 2.696 -0.236 -2.049
H 1.844 -0.128 -4.351
H 0.028 0.356 -5.914
H -2.274 1.104 -6.338
H -3.698 1.886 -4.451
H -2.826 1.940 -2.175
H -0.094 3.716 -1.528
H -0.369 6.076 -0.932
H -1.805 6.727 0.995
H -2.964 5.009 2.310
H -3.472 2.645 2.749
H -3.184 0.254 2.187
H -1.532 -2.459 -2.227
H -3.311 -3.081 -3.839
H -5.585 -2.802 -4.645
H -6.734 -1.801 -3.748
H -6.486 -3.481 -3.292
H -6.234 -1.186 -1.347
H -4.480 -0.538 0.248
O -1.446 -8.238 0.617
C -0.985 -7.176 0.927
S -0.681 -6.675 2.601
C 0.077 -5.142 2.224
C 0.210 -4.829 0.922
S 0.988 -3.396 0.236
S -0.401 -5.977 -0.248
S 0.616 -4.212 3.636
O 2.708 -1.710 2.504
S 4.147 -2.210 2.495
C 4.107 -3.936 1.953
C 4.872 -4.778 2.990
C 5.508 -3.828 4.019
C 4.539 -2.665 4.179
H 4.515 -3.977 0.945
H 3.042 -4.161 1.902
H 5.627 -5.395 2.508
H 4.170 -5.447 3.485
H 6.477 -3.468 3.665
H 5.679 -4.314 4.978
H 4.938 -1.796 4.699
H 3.586 -2.971 4.619

Just the Mulliken charges please, in e? Sure, here they are: Y 1.2219; C -1.6564; C 0.9968; C -1.0253; C -0.1395; C 0.5836; C -0.5513; C -0.8703; S 0.6647; O -0.4091; C 1.0181; C -1.0261; C -1.2611; C 0.9087; C -0.9970; C -0.7079; C -0.8606; C -0.9192; C 1.1327; C -0.6328; C -0.2823; C 1.0889; C -0.7966; C -0.9168; C -0.6998; C -1.1120; C 1.0031; C -1.3223; C -0.8601; C 0.6187; S 1.8289; O -0.9958; C 0.1638; C -0.3297; C -1.0030; C 1.0376; C -1.5766; C -0.9643; C -0.2996; H 0.3658; H 0.4109; H 0.3290; H 0.3805; H 0.5165; H 0.4950; H 0.4161; H 0.6083; H 0.4202; H 0.4569; H 0.4343; H 0.4849; H 0.4858; H 0.5460; H 0.4790; H 0.4360; H 0.4766; H 0.4477; H 0.7581; H 0.5266; H 0.3949; H 0.3754; H 0.3944; H 0.3159; H 0.4147; H 0.4294; O -0.5567; C 0.5482; S -0.1610; C 0.3010; C 0.1200; S -0.5551; S -0.1132; S -0.5269; O -0.3256; S -0.0158; C 0.5320; C -0.8365; C -0.6519; C -0.5633; H 0.4936; H -0.5320; H 0.3306; H 0.3211; H 0.3189; H 0.3490; H 0.4154; H 0.2575

---

# C41H35AlF6O2P2

C41H35AlF6O2P2 as an isolated structure at a distorted geometry (wB97M-V/def2-TZVPD, OMol25).

Values from the calculation:
E_LUMO = -6.7 eV
HOMO-LUMO gap = 7.63 eV
charge = +2
multiplicity = 1

Positions of all 87 atoms, in Å:
Al 0.375 -0.003 0.217
P -0.263 2.252 -0.387
C -0.746 -0.048 1.988
O -1.481 -0.104 2.878
P -0.515 -2.247 -0.315
C -0.381 3.311 1.108
C -1.828 2.775 -1.192
C 1.008 3.069 -1.456
C 0.941 -3.331 -0.627
C -1.181 -3.121 1.148
C -1.714 -2.720 -1.635
C 0.652 4.180 1.494
C 0.541 4.891 2.689
C -0.595 4.770 3.490
C -1.649 3.956 3.071
C -1.531 3.210 1.901
H 1.526 4.295 0.851
H 1.349 5.563 2.981
H -0.672 5.327 4.425
H -2.570 3.901 3.651
H -2.342 2.549 1.586
C 2.368 2.696 -1.361
C 3.327 3.388 -2.106
C 2.948 4.415 -2.975
C 1.597 4.733 -3.125
C 0.632 4.048 -2.390
H 2.663 1.827 -0.755
H 4.377 3.115 -1.993
H 3.702 4.968 -3.537
H 1.276 5.509 -3.821
H -0.425 4.279 -2.534
C -2.330 4.081 -1.018
C -3.483 4.496 -1.685
C -4.148 3.617 -2.542
C -3.646 2.325 -2.737
C -2.483 1.908 -2.085
H -1.824 4.779 -0.349
H -3.865 5.506 -1.513
H -5.050 3.944 -3.062
H -4.169 1.637 -3.403
H -2.089 0.901 -2.244
C -2.416 -3.790 1.161
C -2.846 -4.421 2.336
C -2.071 -4.370 3.494
C -0.841 -3.713 3.476
C -0.398 -3.107 2.305
H -3.013 -3.841 0.249
H -3.795 -4.962 2.324
H -2.434 -4.833 4.416
H -0.216 -3.668 4.366
H 0.587 -2.646 2.281
C 1.903 -2.865 -1.537
C 3.023 -3.640 -1.834
C 3.202 -4.881 -1.224
C 2.226 -5.367 -0.353
C 1.082 -4.615 -0.074
H 1.791 -1.874 -1.979
H 3.749 -3.263 -2.555
H 4.083 -5.484 -1.466
H 2.334 -6.341 0.115
H 0.312 -5.022 0.584
C -1.525 -3.859 -2.437
C -2.511 -4.259 -3.343
C -3.669 -3.494 -3.509
C -3.827 -2.312 -2.776
C -2.863 -1.928 -1.841
H -0.607 -4.443 -2.347
H -2.363 -5.165 -3.936
H -4.435 -3.811 -4.218
H -4.713 -1.693 -2.933
H -2.992 -1.007 -1.267
H 1.743 0.162 -2.367
H 0.978 0.126 -2.342
C 3.648 1.171 1.875
C 2.765 -0.034 2.112
O 1.921 -0.265 1.018
C 3.632 -1.332 2.268
F 4.627 -1.202 3.192
F 2.876 -2.403 2.631
F 4.214 -1.665 1.083
C 1.959 0.192 3.436
F 2.753 0.479 4.503
F 1.121 1.272 3.270
F 1.157 -0.841 3.785
H 4.152 1.050 0.903
H 4.399 1.281 2.667
H 2.990 2.044 1.857

Just the Mulliken charges please, in e? Sure, here they are: Al -1.1033; P 1.9894; C 0.6544; O -0.2247; P 2.4023; C 0.2691; C 0.1041; C 0.3304; C -0.0063; C -0.3042; C 0.2087; C -0.4458; C -0.7445; C -0.6376; C -0.8345; C -0.3375; H 0.4626; H 0.4512; H 0.4258; H 0.4473; H 0.5296; C 0.0534; C -0.7302; C -0.7948; C -0.6986; C -0.7778; H 0.0510; H 0.4640; H 0.4028; H 0.4625; H 0.3700; C -0.2998; C -0.7132; C -0.6677; C -0.7027; C -0.6071; H 0.5600; H 0.4452; H 0.4209; H 0.4527; H 0.5073; C -0.8170; C -0.6719; C -0.8994; C -0.5822; C 0.1390; H 0.4261; H 0.4484; H 0.4114; H 0.5745; H 0.4201; C -0.2843; C -0.6352; C -0.6522; C -0.8010; C -0.2272; H 0.1877; H 0.4568; H 0.4274; H 0.4660; H 0.4793; C -0.3419; C -0.7347; C -0.6288; C -0.7343; C -0.2974; H 0.3896; H 0.4459; H 0.4197; H 0.4354; H 0.5835; H 0.4135; H -0.2809; C -1.7144; C 1.5136; O 1.3624; C 0.4712; F -0.2592; F -0.1888; F -0.2346; C 0.0036; F -0.2780; F -0.0810; F -0.1386; H 0.3955; H 0.4756; H 0.3030